Entry 1:
The following is a quantum chemistry calculation of C5H9NO in the gas phase at a distorted geometry, from the Open Molecules 2025 dataset.

Geometry (Å):
C -1.703 -0.643 0.805
C -0.192 -0.388 0.831
C 0.255 0.695 -0.109
O -0.113 1.925 0.280
C 1.478 0.735 -0.950
C 2.006 -0.681 -1.228
N 1.129 -1.501 -1.551
H -1.998 -1.070 -0.158
H -1.986 -1.341 1.599
H -2.279 0.279 0.950
H 0.355 -1.307 0.629
H 0.095 -0.048 1.845
H 0.149 -1.070 -1.548
H -0.616 1.884 1.110
H 2.146 1.495 -0.526
H 1.274 1.036 -1.980

Summary:
multiplicity	1
orbital gap (alpha / beta)	6.75 / 8.77	eV
energy relative to the best compared isomer or geometry (same formula, charge and spin)	116.2	kcal/mol
E_HOMO (alpha / beta)	-7.2 / -8.4	eV
molar mass	99.13	g mol⁻¹


Entry 2:
The following is a quantum chemistry calculation of 2 unconnected molecules or ions with the total composition C5H9NO, from the Open Molecules 2025 dataset.

Geometry (Å):
C 0.099 1.880 0.443
C -0.662 0.623 0.712
N -1.765 0.463 1.230
O 0.864 -0.379 1.353
C 0.412 -1.161 0.420
C 1.030 -1.420 -0.881
C -0.158 -0.460 -1.078
H 0.181 2.444 1.376
H 1.097 1.651 0.084
H -0.451 2.480 -0.289
H -2.222 -0.427 1.364
H -0.411 -1.857 0.659
H 2.008 -0.965 -1.020
H 0.940 -2.416 -1.311
H 0.109 0.454 -1.603
H -1.072 -0.911 -1.459

Summary:
multiplicity	1
orbital gap	9.33	eV
energy relative to the best compared isomer or geometry (same formula, charge and spin)	119.8	kcal/mol
E_HOMO	-8.3	eV
molar mass	99.13	g mol⁻¹


Entry 3:
The following is a quantum chemistry calculation of C5H9NO in the gas phase at a distorted geometry, from the Open Molecules 2025 dataset.

Geometry (Å):
O 1.606 0.859 -1.201
C 0.216 0.821 -1.005
C -0.429 -0.645 -1.019
C -0.047 -0.202 1.026
C -0.954 -1.290 0.665
N 1.114 -0.652 1.365
C -0.230 1.195 0.424
H 1.978 0.239 -0.557
H -0.169 1.486 -1.812
H 0.210 -1.349 -1.541
H -1.442 -0.539 -1.370
H -2.038 -1.374 0.545
H -0.603 -2.113 1.347
H 1.617 0.106 1.797
H -1.262 1.563 0.410
H 0.433 1.895 0.925

Summary:
multiplicity	1
orbital gap	9.89	eV
SMILES	[H]/N=C1/CC[C@H](O)C1
energy relative to the best compared isomer or geometry (same formula, charge and spin)	91.3	kcal/mol
E_HOMO	-9.0	eV
molar mass	99.13	g mol⁻¹


Entry 4:
The following is a quantum chemistry calculation of 2 unconnected molecules or ions with the total composition C5H9NO, from the Open Molecules 2025 dataset.

Geometry (Å):
O -1.864 0.407 1.401
C -2.473 1.304 0.761
C -2.123 1.835 -0.471
C 2.728 -0.879 -0.419
C 1.413 -0.990 -0.013
C 0.559 -1.823 -0.737
N 0.909 -0.293 1.044
H -3.372 1.747 1.227
H -1.176 1.662 -0.972
H -2.770 2.570 -0.934
H 3.379 -0.124 0.000
H 3.015 -1.488 -1.251
H -0.459 -1.961 -0.386
H 0.926 -2.319 -1.623
H 1.412 0.554 1.281
H -0.104 -0.202 1.092

Summary:
multiplicity	1
orbital gap	3.07	eV
energy relative to the best compared isomer or geometry (same formula, charge and spin)	144.3	kcal/mol
E_HOMO	-6.5	eV
molar mass	99.13	g mol⁻¹


Entry 5:
The following is a quantum chemistry calculation of C5H9NO in the gas phase at a distorted geometry, from the Open Molecules 2025 dataset.

Geometry (Å):
C 0.650 0.859 0.525
N 0.279 -0.537 0.634
C 0.914 -1.389 1.472
O 0.553 -2.515 1.730
C -0.793 -0.898 -0.275
C -1.100 0.386 -1.044
C 0.174 1.236 -0.895
H 1.732 0.971 0.564
H 0.196 1.525 1.269
H 1.824 -0.924 1.888
H -1.685 -1.298 0.213
H -0.447 -1.694 -0.924
H -1.867 0.969 -0.532
H -1.429 0.124 -2.046
H 0.947 0.878 -1.586
H 0.053 2.305 -0.994

Summary:
multiplicity	1
orbital gap	10.15	eV
SMILES	O=CN1CCCC1
energy relative to the best compared isomer or geometry (same formula, charge and spin)	13.7	kcal/mol
E_HOMO	-9.3	eV
molar mass	99.13	g mol⁻¹


Entry 6:
The following is a quantum chemistry calculation of C5H9NO in the gas phase at a distorted geometry, from the Open Molecules 2025 dataset.

Geometry (Å):
C -1.323 -0.159 1.233
C -1.206 0.057 -0.258
N -0.904 1.418 -0.726
C 0.053 0.356 -0.966
C 1.341 0.342 -0.251
C 1.792 -1.098 0.045
O 1.275 -2.196 0.006
H -0.632 0.478 1.794
H -2.337 0.091 1.563
H -1.125 -1.205 1.495
H -1.903 -0.530 -0.850
H -1.391 1.626 -1.590
H 0.168 -0.059 -1.965
H 1.292 0.880 0.718
H 2.140 0.893 -0.787
H 2.762 -0.894 0.539

Summary:
multiplicity	1
orbital gap	10.62	eV
SMILES	C[C@H]1N[C@H]1CC=O
energy relative to the best compared isomer or geometry (same formula, charge and spin)	54.4	kcal/mol
E_HOMO	-9.7	eV
molar mass	99.13	g mol⁻¹


Entry 7:
The following is a quantum chemistry calculation of C5H9NO in the gas phase, from the Open Molecules 2025 dataset.

Geometry (Å):
C -0.145 -1.511 -0.632
C 0.036 -0.168 0.030
C 0.954 -0.273 1.272
C 0.310 0.973 -0.965
N -0.964 1.602 -0.531
C -1.230 0.628 0.399
O -2.080 0.506 1.241
H -0.618 -2.210 0.059
H 0.828 -1.921 -0.934
H -0.765 -1.395 -1.523
H 1.922 -0.754 1.070
H 0.451 -0.902 2.018
H 1.158 0.681 1.778
H 1.233 1.441 -0.649
H 0.276 0.767 -2.053
H -1.366 2.536 -0.581

Summary:
multiplicity	1
orbital gap	10.41	eV
SMILES	CC1(C)CNC1=O
energy relative to the best compared isomer or geometry (same formula, charge and spin)	20.3	kcal/mol
E_HOMO	-9.6	eV
molar mass	99.13	g mol⁻¹


Entry 8:
The following is a quantum chemistry calculation of C5H9NO in the gas phase, from the Open Molecules 2025 dataset.

Geometry (Å):
O -1.651 -0.257 1.454
C -1.381 -0.707 0.147
C -0.899 0.460 -0.732
C 0.490 0.113 -0.217
C 1.661 0.934 -0.483
N 1.018 0.970 0.852
C 0.046 -1.324 0.025
H -1.011 0.451 1.639
H -2.234 -1.298 -0.187
H -1.290 1.458 -0.508
H -0.977 0.258 -1.806
H 1.383 1.776 -1.109
H 2.682 0.579 -0.568
H 1.575 0.382 1.476
H 0.160 -1.932 -0.879
H 0.428 -1.862 0.897

Summary:
multiplicity	1
orbital gap	10.46	eV
SMILES	O[C@H]1C[C@]2(CN2)C1
energy relative to the best compared isomer or geometry (same formula, charge and spin)	65.9	kcal/mol
E_HOMO	-9.5	eV
molar mass	99.13	g mol⁻¹


| no. | calculated total energy (eV) |
| --- | --- |
| 1 | -8864.172 |
| 2 | -8864.017 |
| 3 | -8865.253 |
| 4 | -8862.954 |
| 5 | -8868.618 |
| 6 | -8866.853 |
| 7 | -8868.333 |
| 8 | -8866.356 |